DFT (wB97M-V/def2-TZVPD) results for 3 unconnected molecules or ions with the total composition C28H44N2O11PS2 at a distorted geometry.

```
88
Properties=species:S:1:pos:R:3:forces:R:3
C -0.52987 -6.77848 3.02824 1.0590 0.1665 -0.9057
C 0.04433 -6.08340 1.70977 -1.0126 -0.1422 1.4161
C -1.17758 -5.39807 0.92305 0.4366 -0.8526 0.8731
N -1.28374 -3.99883 1.44894 -0.9994 1.8026 0.8203
C -2.05003 -3.83350 2.60776 -0.4475 1.9214 1.2165
C -2.24555 -2.56481 3.26859 1.8975 0.1044 -2.6176
C -1.58554 -1.37474 2.66413 -0.2509 -1.4083 -0.5994
C -1.76262 -0.01847 3.40585 -0.2346 1.9854 0.6038
O -0.94358 0.42334 4.15675 0.1150 -1.3690 -0.6320
O -2.95172 0.71631 3.25716 0.8929 -1.3637 -1.0685
C -2.78780 1.85648 2.39185 -0.1524 1.5624 -0.9516
N -2.99457 1.46752 0.96366 0.2306 0.0324 0.9665
C -0.78723 -1.52991 1.44863 -1.3265 -2.5809 0.8919
P 0.10384 -0.13954 0.60733 1.4922 3.2067 -0.4805
O -0.06484 1.18859 1.24773 -0.4934 -1.7652 0.1207
O -0.40583 -0.01291 -0.96173 1.6437 -1.1953 1.9253
O 1.74823 -0.46034 0.59989 -2.3972 -0.8392 -0.2090
C -0.68804 -2.90056 0.86879 0.7335 1.3683 -0.0250
C 0.11700 -3.09343 -0.43855 -0.8860 -0.2971 -0.6125
C -0.82407 -3.00612 -1.74004 0.5733 -0.8613 0.2260
C 0.12136 -3.21328 -2.99593 -0.8808 0.3564 -0.1750
O 0.81946 -2.00162 -3.30186 -0.4376 -0.3348 0.1997
O 0.69301 -7.11964 0.98592 -0.1961 1.4719 -0.3292
C 1.44279 -6.63666 -0.13367 1.4565 -0.4544 -0.4691
C 2.65003 -5.71384 0.23699 1.5616 1.7801 -0.2254
C 3.17830 -4.85876 -0.85655 0.5362 0.3032 1.3905
C 4.27965 -3.91777 -0.68948 -0.8322 -1.5802 1.9363
C 4.91812 -3.83974 0.63914 -1.8520 -1.2077 -0.7925
C 4.41101 -4.68595 1.72185 -0.4128 0.1717 -1.3028
C 3.28941 -5.63195 1.55080 0.5259 1.2981 -1.9187
H -1.32290 -7.49078 2.68673 0.6661 0.4586 0.6910
H -0.89229 -6.03748 3.78424 0.1403 -0.6378 -0.7581
H 0.35018 -7.30912 3.49268 -1.1308 0.3122 -0.4431
H 0.71940 -5.26129 2.07153 -0.1712 -0.6949 -0.7688
H -2.10750 -5.91947 1.28890 0.8566 0.5847 -0.8880
H -1.07446 -5.44065 -0.18707 -0.2187 0.2464 1.0775
H -2.54784 -4.72496 3.06650 0.6956 0.8001 -0.8779
H -2.83884 -2.41910 4.19673 0.4634 -0.4873 -0.9215
H -3.56796 2.63454 2.62640 0.5832 -1.1999 0.2424
H -1.79215 2.35514 2.54849 -0.7438 -0.8164 0.0284
H -2.75003 0.47741 0.87704 -0.0390 0.5543 -0.2456
H -2.34518 2.02493 0.39684 -0.2482 -0.5502 0.2249
H 0.38026 0.01273 -1.55814 -0.5027 0.0953 -0.1502
H 2.00834 -0.91618 1.42327 0.0330 0.2847 -0.3633
H 0.58864 -4.10686 -0.47393 -0.2953 0.9708 0.3149
H 0.93261 -2.34477 -0.59893 -0.7130 -0.6324 0.5686
H -1.37997 -2.02710 -1.78227 0.6482 -1.0874 -0.0558
H -1.56351 -3.85681 -1.71854 0.5450 0.8619 0.0253
H -0.51454 -3.56631 -3.86281 0.6779 0.4309 0.7966
H 0.90857 -3.99880 -2.82336 -0.8274 0.7880 0.0178
H 0.19796 -1.32058 -3.62451 0.3873 -0.4005 0.0373
H 1.88159 -7.55107 -0.63298 -0.6333 0.8344 0.6201
H 0.80972 -6.14540 -0.93238 0.4347 -0.3573 0.9068
H 2.69714 -4.89322 -1.87132 0.4700 -0.1251 1.1550
H 4.59390 -3.29003 -1.56393 -0.2419 -0.7051 1.1181
H 5.76554 -3.12043 0.78709 -0.9789 -0.9249 0.0439
H 4.91665 -4.56609 2.71643 -0.6923 -0.3604 -1.0576
H 2.90793 -6.26931 2.39125 0.5925 0.7640 -0.8832
C 0.71821 4.88339 -3.83297 -0.1443 -0.0434 0.0031
C -0.12885 4.46326 -2.62771 0.1656 -0.0344 -0.2201
C -0.84147 3.16049 -3.00170 -0.1922 0.1865 0.3777
S 0.20558 2.34372 -4.20421 -0.0310 0.7019 0.1218
O -0.49117 2.29696 -5.46475 0.1244 -0.4759 0.1045
O 0.79106 1.16005 -3.60098 -0.1901 -0.5585 -0.0742
C 1.44660 3.62349 -4.28814 0.3056 0.3303 -0.0460
H 1.41802 5.67968 -3.57768 -0.0424 -0.0408 -0.0392
H 0.06728 5.24861 -4.63232 0.0811 -0.0050 0.0083
H 0.52292 4.29249 -1.76603 -0.0580 0.0190 -0.0251
H -0.83992 5.23174 -2.34946 0.0721 -0.1759 -0.0662
H -0.97253 2.51033 -2.13689 -0.0226 -0.1090 -0.1572
H -1.80628 3.35264 -3.47151 0.0947 -0.1088 -0.0991
H 1.83786 3.69407 -5.30190 -0.0594 -0.2115 0.0103
H 2.24616 3.35884 -3.59395 -0.0528 -0.0641 -0.0422
C -1.84251 8.45937 1.71304 0.0254 -0.0886 0.0931
C -0.33125 8.59565 1.92066 -0.0221 0.1383 0.0930
C 0.35703 7.71196 0.87607 0.2996 0.0139 0.4265
S -0.76104 7.62610 -0.52188 -0.0554 0.5507 0.2053
O -1.22253 6.26244 -0.66076 -0.0128 0.3141 0.1308
O -0.19819 8.35810 -1.62942 -0.0527 -0.4682 -0.1558
C -2.06831 8.59624 0.21190 -0.3222 0.1382 0.2728
H -2.39768 9.21368 2.27151 0.0116 -0.0527 -0.0438
H -2.17452 7.47412 2.05321 -0.0319 0.0564 -0.0316
H -0.03624 9.63808 1.77286 -0.0211 -0.0624 -0.0039
H -0.03538 8.31246 2.93162 0.0118 0.0163 -0.0742
H 1.30644 8.13551 0.55166 -0.0755 -0.1335 -0.1552
H 0.51022 6.69838 1.24762 -0.0601 0.0061 -0.1306
H -3.03670 8.21971 -0.11370 0.1154 -0.0400 -0.1431
H -1.93801 9.62959 -0.11318 0.0395 -0.0851 -0.0677
```
Forces are in eV/Å.

Output
* strongest force on any atom: 3.57 eV/Å
* frontier orbital gap: 6.976 eV
* total charge: +1
* multiplicity: 1
* E_LUMO: -0.1696 Eh
* total energy: -86203.594 eV
* highest occupied orbital energy: -11.59 eV
* relative energy (zero: lowest compared OMol25 entry of this formula, charge and spin): 92.6 kcal/mol

These are the Löwdin partial charges, in e, on atoms 1 to 4: C -0.02; C -0.35; C -0.03; N 0.00